No. 1
A cluster of 2 separate species, C3H10IPSi in total, computed with ωB97M-V/def2-TZVPD.

Computed properties:
- HOMO energy (spin up / spin down): -9.113 / -8.995 eV
- Total charge: 0
- Energy relative to the best compared isomer or geometry (same formula, charge and spin): 2.3970 eV
- E_LUMO (spin up / spin down): -1.97 / -2.46 eV
- HOMO-LUMO gap (spin up / spin down): 7.1 / 6.5 eV
- DFT total energy: -1048.7895 Eh

The geometry in XYZ format:
```
16
Properties=species:S:1:pos:R:3:mulliken_charge:R:1
C -0.522 -1.124 1.062 -1.141
C -0.752 1.770 0.247 -1.000
C 0.897 -0.063 -1.667 -1.172
Si 0.349 0.257 0.212 0.292
P 2.237 0.607 1.691 -0.046
I 3.257 2.617 -0.769 -0.232
H -0.005 -2.008 1.342 0.342
H -0.815 -0.589 1.987 0.301
H -1.458 -1.273 0.705 0.439
H -0.251 2.744 0.255 0.320
H -1.455 1.814 -0.589 0.323
H -1.284 1.824 1.175 0.341
H 0.715 0.782 -2.320 0.400
H 1.972 -0.272 -1.928 0.342
H 0.263 -0.775 -2.156 0.401
H 3.086 -0.381 1.449 0.090
```



No. 2
A cluster of 2 separate species, C3H10N in total, computed with ωB97M-V/def2-TZVPD.

Computed properties:
- HOMO energy: -13.674 eV
- Total charge: +1
- Energy relative to the best compared isomer or geometry (same formula, charge and spin): 1.8774 eV
- E_LUMO: -4.30 eV
- HOMO-LUMO gap: 9.4 eV
- DFT total energy: -174.7426 Eh

The geometry in XYZ format:
```
14
Properties=species:S:1:pos:R:3:mulliken_charge:R:1
N -0.814 -1.117 -1.778 -0.502
H -1.429 -0.392 -1.338 0.300
H -0.377 -1.629 -1.026 0.377
H -1.634 -1.615 -2.194 0.402
H -0.025 -0.738 -2.408 0.395
C 1.566 0.634 1.130 -1.078
C 0.152 0.278 1.326 0.270
C -0.857 0.716 0.563 -1.344
H 1.669 1.757 1.133 0.299
H 2.223 0.267 1.813 0.375
H 2.014 0.456 0.152 0.256
H 0.049 -0.414 2.174 0.352
H -1.827 0.360 0.763 0.483
H -0.709 1.436 -0.312 0.416
```



No. 3
A cluster of 2 separate species, C3H10N2 in total, computed with ωB97M-V/def2-TZVPD.

Computed properties:
- HOMO energy: -9.102 eV
- SMILES: C=NC.CN
- Total charge: 0
- Energy relative to the best compared isomer or geometry (same formula, charge and spin): 3.0911 eV
- E_LUMO: 0.81 eV
- HOMO-LUMO gap: 9.9 eV
- DFT total energy: -229.6957 Eh

The geometry in XYZ format:
```
15
Properties=species:S:1:pos:R:3:mulliken_charge:R:1
C -2.140 -0.393 0.748 -0.610
N -2.203 1.050 0.534 -0.679
H -1.989 -0.851 1.731 0.259
H -3.057 -0.555 0.216 0.317
H -1.328 -0.861 0.168 0.208
H -2.266 1.279 -0.464 0.269
H -1.302 1.504 0.593 0.294
C 2.517 -0.849 -0.171 -0.844
C 0.790 0.674 -0.550 -0.463
N 1.071 -0.560 -0.472 -0.295
H 2.936 -0.445 -1.108 0.356
H 3.050 -0.425 0.668 0.315
H 2.418 -1.977 -0.282 0.296
H -0.150 1.049 -1.243 0.243
H 1.654 1.361 -0.369 0.334
```



No. 4
A cluster of 2 separate species, C3H10N2 in total, computed with ωB97M-V/def2-TZVPD.

Computed properties:
- HOMO energy: -8.279 eV
- Total charge: 0
- Energy relative to the best compared isomer or geometry (same formula, charge and spin): 6.4593 eV
- E_LUMO: -0.98 eV
- HOMO-LUMO gap: 7.3 eV
- DFT total energy: -229.5719 Eh

The geometry in XYZ format:
```
15
Properties=species:S:1:pos:R:3:mulliken_charge:R:1
N -0.717 -1.874 0.524 -0.693
C -0.504 -0.924 -0.581 -0.125
C 0.887 -0.245 -0.399 -0.875
C 0.730 1.160 0.193 -0.394
N 0.089 1.172 1.435 -0.611
H -0.597 -1.378 1.401 0.256
H -1.685 -2.184 0.491 0.223
H -0.575 -1.426 -1.543 0.369
H -1.211 -0.093 -0.511 0.142
H 1.422 -0.262 -1.362 0.300
H 1.473 -0.783 0.315 0.420
H 1.553 1.839 -0.019 0.355
H -0.394 1.494 0.048 0.297
H -0.252 1.400 -1.665 0.080
H -0.220 2.106 1.673 0.255
```



| no. | strongest force on any atom (eV Å⁻¹) |
| --- | --- |
| 1 | 3.96 |
| 2 | 4.11 |
| 3 | 3.61 |
| 4 | 1.99 |